(1)
{
  "formula": "C3H14NO4",
  "method": "ωB97M-V/def2-TZVPD",
  "species": ["C", "N", "C", "C", "O", "H", "H", "H", "H", "H", "H", "H", "H", "H", "H", "O", "H", "H", "O", "H", "H", "O"],
  "xyz": [[0.02, 3.00, -2.20], [-0.10, 1.52, -2.12], [-0.40, 1.26, -0.32], [0.01, -0.15, -0.23], [0.50, -0.56, 1.06], [-0.79, 3.66, -1.68], [0.04, 3.30, -3.31], [0.98, 3.41, -1.76], [-1.10, 1.36, -1.41], [-1.31, 1.38, 0.14], [0.31, 2.05, 0.02], [0.82, -0.41, -1.02], [-0.95, -0.72, -0.44], [0.44, -1.60, 0.96], [1.49, -3.41, 1.39], [1.05, -3.14, 0.61], [0.31, 0.56, 2.07], [0.12, 1.44, 3.49], [0.53, 1.52, 2.50], [-0.53, -3.13, 0.30], [-2.14, -3.43, -0.07], [-1.43, -2.79, -0.09]],
  "e_tot_ev": -13014.0667,
  "e_lumo_ev": 3.55,
  "charge": -1,
  "de_lowest_ev": 5.851,
  "molar_mass_g_mol": 128.1
}

---

(2)
{
  "formula": "C3H14NO4",
  "method": "ωB97M-V/def2-TZVPD",
  "species": ["C", "N", "C", "O", "C", "H", "H", "H", "H", "H", "H", "H", "H", "H", "H", "O", "H", "H", "O", "H", "H", "O"],
  "xyz": [[0.70, -0.98, -0.67], [0.38, 0.43, -0.81], [-0.95, 0.66, -0.15], [-1.03, 0.04, 1.00], [2.24, -1.09, -0.89], [0.25, -1.59, -1.42], [0.32, -1.40, 0.34], [1.03, 1.08, -0.34], [-1.18, 1.75, -0.14], [-1.68, 0.10, -0.84], [2.41, -0.75, -1.87], [2.74, -0.39, -0.22], [2.73, -2.03, -0.78], [-0.84, 1.51, -3.46], [0.16, 0.55, -2.61], [0.04, 0.99, -3.50], [0.63, 0.12, 1.67], [2.06, 0.49, 1.57], [1.61, -0.11, 2.05], [-3.20, 0.50, 2.19], [-2.15, -0.36, 2.21], [-2.86, -0.19, 2.90]],
  "e_tot_ev": -13018.0075,
  "e_lumo_ev": 3.81,
  "charge": -1,
  "de_lowest_ev": 1.910,
  "molar_mass_g_mol": 128.1
}

---

(3)
{
  "formula": "C3H14O3S",
  "method": "ωB97M-V/def2-TZVPD",
  "species": ["C", "C", "S", "C", "H", "H", "H", "H", "H", "H", "H", "H", "H", "H", "O", "H", "H", "O", "H", "H", "O"],
  "xyz": [[1.25, -1.57, -2.78], [0.47, -2.43, -1.87], [-0.92, -1.53, -1.02], [-0.23, -0.42, 0.26], [0.80, -0.54, -2.83], [1.50, -2.11, -3.68], [2.27, -1.45, -2.34], [1.05, -3.16, -1.35], [-0.23, -3.03, -2.67], [0.35, -0.98, 1.03], [0.49, 0.23, -0.14], [-1.15, 0.13, 0.50], [3.35, 1.33, 3.11], [2.11, 0.52, 2.79], [2.82, 1.15, 2.44], [0.33, 3.69, 1.03], [0.55, 2.23, 1.37], [0.19, 3.10, 1.72], [-2.31, 2.44, 1.50], [-2.82, 1.54, 0.54], [-3.07, 2.02, 1.31]],
  "e_tot_ev": -20314.0148,
  "e_lumo_ev": 0.43,
  "de_lowest_ev": 2.220,
  "molar_mass_g_mol": 130.2
}

---

(4)
{
  "formula": "C3H14O3S",
  "method": "ωB97M-V/def2-TZVPD",
  "species": ["C", "C", "S", "C", "H", "H", "H", "H", "H", "H", "H", "H", "H", "H", "O", "H", "H", "O", "H", "H", "O"],
  "xyz": [[-1.02, -0.06, 0.77], [0.03, -0.39, -0.29], [1.06, 1.10, -0.58], [2.47, 0.78, 0.49], [-1.82, -0.81, 0.76], [-1.65, 0.76, 0.41], [-0.60, 0.05, 1.76], [-0.44, -0.61, -1.24], [0.71, -1.17, 0.03], [2.25, 0.87, 1.55], [2.76, -0.28, 0.44], [3.32, 1.41, 0.27], [1.76, 3.81, -5.74], [1.63, 2.57, -6.50], [2.28, 3.24, -6.31], [-3.87, -0.59, 3.27], [-3.31, -2.01, 3.40], [-3.01, -1.07, 3.37], [-1.80, -3.79, 1.99], [-1.37, -4.02, 3.42], [-2.12, -4.14, 2.85]],
  "e_tot_ev": -20315.3115,
  "e_lumo_ev": 0.56,
  "de_lowest_ev": 0.924,
  "molar_mass_g_mol": 130.2
}

---

(5)
{
  "formula": "C3H14O3S",
  "method": "ωB97M-V/def2-TZVPD",
  "species": ["C", "C", "S", "C", "H", "H", "H", "H", "H", "H", "H", "H", "H", "H", "O", "H", "H", "O", "H", "H", "O"],
  "xyz": [[0.97, -0.08, 0.66], [-0.07, -0.05, -0.44], [-1.87, -0.42, 0.03], [-2.74, 1.11, 0.18], [1.96, 0.14, 0.30], [0.85, -0.97, 1.31], [0.80, 0.61, 1.51], [0.14, -0.90, -1.14], [0.08, 0.84, -1.06], [-2.30, 1.77, 0.94], [-2.78, 1.58, -0.84], [-3.78, 0.89, 0.42], [-4.87, -5.08, -0.88], [-5.31, -4.61, -2.31], [-5.44, -4.48, -1.36], [3.55, 0.60, 2.33], [4.39, 1.36, 1.34], [3.57, 1.46, 1.85], [3.86, 1.94, -1.58], [4.31, 2.21, -0.18], [4.66, 2.07, -1.07]],
  "e_tot_ev": -20314.9281,
  "e_lumo_ev": 0.56,
  "de_lowest_ev": 1.307,
  "molar_mass_g_mol": 130.2
}

---

(6)
{
  "formula": "C3H14O3S2",
  "method": "ωB97M-V/def2-TZVPD",
  "species": ["C", "C", "S", "S", "C", "H", "H", "H", "H", "H", "H", "H", "H", "H", "H", "O", "H", "H", "O", "H", "H", "O"],
  "xyz": [[-1.23, -1.10, -1.49], [-1.41, -1.03, 0.02], [0.09, -1.35, 1.08], [0.27, 0.24, 2.40], [0.98, 1.51, 1.31], [-2.09, -1.68, -1.85], [-0.34, -1.69, -1.73], [-1.15, -0.19, -2.11], [-1.71, 0.02, 0.24], [-2.20, -1.63, 0.43], [0.40, 1.54, 0.38], [0.73, 2.49, 1.74], [2.03, 1.47, 1.11], [1.78, -2.87, -1.25], [2.83, -1.73, -0.94], [2.35, -2.20, -1.63], [2.79, 0.68, -2.29], [1.78, 0.55, -1.15], [2.72, 0.70, -1.32], [-3.65, 1.94, 2.29], [-2.23, 2.27, 2.76], [-2.75, 2.05, 1.98]],
  "e_tot_ev": -31150.8333,
  "e_lumo_ev": 0.47,
  "de_lowest_ev": 0.634,
  "molar_mass_g_mol": 162.3
}

---

(7)
{
  "formula": "C3H14O4",
  "method": "ωB97M-V/def2-TZVPD",
  "species": ["C", "C", "C", "H", "H", "H", "H", "H", "H", "H", "H", "O", "H", "H", "O", "H", "H", "O", "H", "H", "O"],
  "xyz": [[1.57, -2.79, 3.23], [0.22, -3.29, 3.06], [-0.87, -3.09, 3.93], [1.64, -2.16, 2.44], [2.36, -3.49, 2.94], [1.91, -2.25, 4.22], [0.04, -3.83, 2.20], [-1.82, -3.59, 3.84], [-0.91, -2.28, 4.61], [1.21, 4.04, -5.17], [1.40, 3.26, -6.42], [1.06, 3.10, -5.50], [2.50, 2.66, -1.94], [3.21, 1.19, -1.93], [2.39, 1.72, -2.10], [-2.59, 2.37, -2.81], [-1.43, 1.64, -3.25], [-1.63, 2.39, -2.83], [-3.71, 2.14, 0.72], [-3.46, 0.72, 0.46], [-3.08, 1.55, 0.28]],
  "e_tot_ev": -11516.5127,
  "e_lumo_ev": [-5.70, -9.11],
  "charge": 1,
  "de_lowest_ev": 2.644,
  "spin_multiplicity": 2,
  "molar_mass_g_mol": 114.1
}

---

(8)
{
  "formula": "C3H14O5",
  "method": "ωB97M-V/def2-TZVPD",
  "species": ["C", "C", "C", "O", "H", "H", "H", "H", "H", "H", "H", "H", "O", "H", "H", "O", "H", "H", "O", "H", "H", "O"],
  "xyz": [[-2.51, 0.93, -1.13], [-1.29, 0.21, -1.57], [-0.05, 0.48, -1.01], [1.04, -0.18, -1.36], [-2.93, 1.55, -1.91], [-2.27, 1.61, -0.30], [-3.30, 0.22, -0.81], [-1.35, -0.53, -2.34], [0.10, 1.22, -0.24], [1.82, 0.24, -0.88], [0.52, 1.75, 2.66], [0.36, 0.27, 2.17], [0.97, 1.04, 2.17], [2.25, 1.10, 1.01], [3.63, 0.65, 0.46], [2.81, 1.06, 0.18], [0.97, -1.93, -0.61], [0.52, -3.40, -0.47], [0.88, -2.66, 0.03], [-1.32, -0.82, 1.01], [-0.13, -1.74, 1.24], [-0.70, -1.09, 1.70]],
  "e_tot_ev": -13567.7055,
  "e_lumo_ev": [-4.10, -7.99],
  "charge": 1,
  "de_lowest_ev": 0.000,
  "spin_multiplicity": 2,
  "molar_mass_g_mol": 130.1
}